{"formula": "C5H10ClNO6RuS", "method": "wB97M-V/def2-TZVPD", "symbols": ["Ru", "C", "O", "C", "C", "O", "C", "H", "H", "H", "H", "H", "H", "H", "H", "H", "H", "O", "Cl", "O", "O", "O", "S", "C", "N"], "coordinates": [[0.10, 0.67, -0.75], [1.25, 1.08, 2.02], [0.09, 0.57, 1.32], [-0.27, -0.78, 1.69], [-1.50, -1.08, 0.87], [-1.17, -0.94, -0.53], [-0.73, -2.16, -1.17], [1.02, 1.11, 3.08], [1.43, 2.08, 1.64], [2.11, 0.44, 1.82], [-0.47, -0.81, 2.76], [0.57, -1.45, 1.45], [-2.27, -0.34, 1.08], [-1.90, -2.08, 1.05], [-1.49, -2.92, -0.99], [0.24, -2.47, -0.78], [-0.66, -1.95, -2.23], [3.26, 0.20, -2.87], [2.10, 0.44, -2.14], [1.92, 1.82, -1.66], [0.84, 0.11, -2.84], [1.98, -0.39, -0.89], [-3.04, 4.10, -0.62], [-2.07, 2.86, -0.63], [-1.35, 1.91, -0.65]], "nbo_charge": [1.050, -0.258, -0.484, -0.111, -0.103, -0.472, -0.265, 0.213, 0.225, 0.206, 0.231, 0.206, 0.232, 0.230, 0.213, 0.200, 0.234, -0.662, 2.477, -0.756, -0.762, -0.790, 0.277, 0.107, -0.439], "charge": 1, "e_lumo_ev": [-4.26, -6.70], "e_above_lowest_kcal_mol": 4.4, "molar_mass_g_mol": 348.7, "multiplicity": 2, "max_force_ev_per_a": 0.9, "s2": 0.779, "homo_ev": [-12.9, -12.7]}

---

{"formula": "C5H10ClNOS", "method": "wB97M-V/def2-TZVPD", "symbols": ["C", "S", "C", "Cl", "C", "O", "N", "C", "C", "H", "H", "H", "H", "H", "H", "H", "H", "H", "H"], "coordinates": [[2.72, -1.94, -0.27], [1.91, -0.71, -1.29], [1.49, 0.45, 0.04], [2.92, 1.30, 0.79], [0.47, 1.53, -0.35], [0.83, 2.63, -0.74], [-0.80, 1.23, -0.16], [-1.88, 2.18, -0.53], [-1.20, -0.08, 0.26], [3.53, -2.42, -0.68], [1.94, -2.74, -0.03], [3.07, -1.55, 0.80], [1.10, -0.25, 0.88], [-1.92, 2.95, 0.21], [-1.58, 2.62, -1.50], [-2.80, 1.46, -0.48], [-2.33, -0.17, 0.19], [-0.65, -0.79, -0.34], [-0.77, -0.24, 1.21]], "nbo_charge": [-0.773, 0.271, -0.434, -0.036, 0.625, -0.610, -0.414, -0.399, -0.413, 0.230, 0.214, 0.245, 0.232, 0.210, 0.234, 0.197, 0.216, 0.210, 0.195], "smiles": "CS[C@@H](Cl)C(=O)N(C)C", "e_lumo_ev": 0.62, "e_above_lowest_kcal_mol": 0.0, "molar_mass_g_mol": 167.7, "multiplicity": 1, "max_force_ev_per_a": 5.0, "homo_ev": -9.2}

---

{"formula": "C5H10ClNS", "method": "wB97M-V/def2-TZVPD", "symbols": ["C", "C", "S", "C", "C", "Cl", "C", "N", "H", "H", "H", "H", "H", "H", "H", "H", "H", "H"], "coordinates": [[1.08, -1.18, 1.51], [0.83, -0.48, 0.24], [2.28, 0.03, -0.70], [-0.27, -1.07, -0.74], [-1.13, 0.20, -0.58], [-2.80, -0.13, -0.05], [-0.12, 0.78, 0.48], [0.43, 2.09, 0.46], [1.75, -2.09, 1.37], [0.13, -1.39, 2.00], [1.64, -0.48, 2.15], [2.77, -1.20, -0.74], [0.10, -1.41, -1.74], [-0.72, -1.94, -0.27], [-1.15, 0.81, -1.48], [-0.59, 0.62, 1.44], [1.10, 2.30, 1.18], [0.75, 2.38, -0.44]], "nbo_charge": [-0.626, -0.151, -0.039, -0.434, -0.201, -0.050, -0.053, -0.833, 0.212, 0.220, 0.218, 0.120, 0.231, 0.218, 0.222, 0.200, 0.380, 0.367], "smiles": "C[C@@]1(S)C[C@@H](Cl)[C@@H]1N", "e_lumo_ev": 0.72, "e_above_lowest_kcal_mol": 10.3, "molar_mass_g_mol": 151.7, "multiplicity": 1, "max_force_ev_per_a": 2.6, "homo_ev": -9.2}

---

{"formula": "C5H10ClPS", "method": "wB97M-V/def2-TZVPD", "symbols": ["C", "C", "C", "C", "C", "H", "H", "H", "H", "H", "H", "H", "H", "H", "H", "S", "P", "Cl"], "coordinates": [[-2.28, -0.31, -0.59], [-0.90, 0.08, 0.04], [-0.70, -0.29, 1.43], [0.26, -0.04, -0.98], [-0.22, 1.31, -0.38], [-2.70, 0.65, -0.95], [-2.88, -0.67, 0.16], [-2.16, -1.00, -1.44], [-1.44, 0.17, 2.05], [0.26, -0.11, 1.81], [-0.85, -1.34, 1.52], [0.18, -0.11, -2.08], [1.21, -0.35, -0.62], [-0.68, 2.13, -1.13], [0.38, 1.88, 0.27], [4.82, -1.90, -0.57], [4.35, -0.09, -0.15], [3.35, 0.00, 1.61]], "nbo_charge": [-0.593, -0.050, -0.596, -0.435, -0.410, 0.210, 0.205, 0.216, 0.209, 0.212, 0.207, 0.221, 0.193, 0.201, 0.208, -0.344, 0.643, -0.296], "smiles": "CC1(C)CC1.S=PCl", "e_lumo_ev": -1.59, "e_above_lowest_kcal_mol": 32.0, "molar_mass_g_mol": 168.6, "multiplicity": 1, "max_force_ev_per_a": 4.1, "homo_ev": -9.7}

---

{"formula": "C5H10CrO3", "method": "wB97M-V/def2-TZVPD", "symbols": ["O", "C", "C", "O", "C", "C", "O", "C", "Cr", "H", "H", "H", "H", "H", "H", "H", "H", "H", "H"], "coordinates": [[1.78, 1.41, -0.92], [2.30, 0.66, 0.01], [1.72, -0.67, 0.03], [0.47, -0.65, -0.44], [-0.51, -1.68, -0.26], [-1.73, -1.02, 0.34], [-1.94, 0.22, -0.34], [-3.24, 0.77, -0.15], [-0.26, 1.34, -0.72], [3.40, 0.68, 0.07], [1.98, -1.46, 0.74], [-0.14, -2.48, 0.39], [-0.72, -2.06, -1.27], [-1.60, -0.82, 1.42], [-2.60, -1.68, 0.21], [-3.23, 1.78, -0.59], [-3.98, 0.15, -0.66], [-3.47, 0.83, 0.92], [0.78, 1.59, 0.98]], "nbo_charge": [-0.676, 0.264, 0.205, -0.542, -0.086, -0.097, -0.600, -0.256, 1.190, 0.223, 0.206, 0.226, 0.221, 0.213, 0.222, 0.211, 0.208, 0.208, -0.341], "charge": 1, "e_lumo_ev": [-4.12, -5.65], "e_above_lowest_kcal_mol": 55.2, "molar_mass_g_mol": 170.1, "multiplicity": 6, "max_force_ev_per_a": 4.6, "s2": 8.839, "homo_ev": [-11.9, -12.4]}

---

{"formula": "C5H10EuOP", "method": "wB97M-V/def2-TZVPD", "symbols": ["C", "C", "C", "C", "C", "Eu", "P", "H", "H", "H", "H", "H", "H", "H", "H", "O", "H", "H"], "coordinates": [[-0.80, 0.26, -1.06], [-1.23, 1.45, -1.69], [-0.19, 2.43, -1.57], [0.92, 1.82, -0.90], [0.56, 0.49, -0.57], [-1.11, -1.12, 2.60], [-0.08, -3.23, 0.89], [-1.33, -0.69, -1.00], [-2.20, 1.61, -2.16], [-0.23, 3.45, -1.95], [1.21, -0.28, -0.14], [1.87, 2.30, -0.69], [1.24, -3.22, 0.33], [-0.76, -3.56, -0.34], [-0.02, -4.57, 1.39], [0.45, 0.69, 2.37], [1.31, 0.79, 2.81], [0.38, 1.39, 1.69]], "nbo_charge": [-0.422, -0.326, -0.330, -0.374, -0.426, 0.881, -0.125, 0.171, 0.198, 0.199, 0.173, 0.196, 0.067, 0.061, 0.045, -1.048, 0.511, 0.549], "e_lumo_ev": [-0.47, -0.74], "e_above_lowest_kcal_mol": 6.9, "molar_mass_g_mol": 269.1, "multiplicity": 7, "max_force_ev_per_a": 2.1, "s2": 12.017, "homo_ev": [-5.5, -6.1]}

---

{"formula": "C5H10F3O2PS", "method": "wB97M-V/def2-TZVPD", "symbols": ["C", "C", "C", "C", "C", "O", "O", "F", "F", "F", "P", "S", "H", "H", "H", "H", "H", "H", "H", "H", "H", "H"], "coordinates": [[-0.99, -1.00, 2.58], [-0.60, -2.14, 0.36], [-1.24, 0.18, 0.44], [-0.43, -0.95, 1.13], [2.01, 2.08, -2.56], [1.22, 1.90, -0.01], [2.15, -0.10, -1.04], [3.22, 1.61, -2.79], [2.04, 3.31, -2.21], [1.26, 1.91, -3.65], [-0.85, 0.36, -1.59], [1.26, 1.01, -1.12], [-1.71, -1.82, 2.69], [-0.20, -1.25, 3.37], [-1.46, -0.07, 2.85], [-1.65, -2.39, 0.23], [-0.20, -3.05, 0.93], [-0.23, -2.05, -0.78], [-2.42, 0.17, 0.71], [-0.96, 1.17, 0.78], [0.68, -0.66, 1.09], [-0.87, 1.79, -1.41]], "nbo_charge": [-0.603, -0.608, -0.571, -0.294, 0.796, -0.851, -0.876, -0.300, -0.285, -0.318, 0.320, 1.673, 0.212, 0.223, 0.213, 0.202, 0.222, 0.220, 0.241, 0.233, 0.222, -0.072], "e_lumo_ev": [0.50, -4.25], "molar_mass_g_mol": 222.2, "multiplicity": 3, "max_force_ev_per_a": 4.6, "s2": 2.008, "homo_ev": [-6.1, -10.2]}